# C28H61BrN8O2

6 unconnected molecules or ions with the total composition C28H61BrN8O2 (the ωB97M-V functional and the def2-TZVPD basis, the OMol25 dataset).

As for the total energy: -4264.645018 hartree. As for the net charge: +4. The calculation puts the LUMO energy at -8.6 eV.

XYZ file:
```
100
Properties=species:S:1:pos:R:3:forces:R:3:lowdin_charge:R:1
C -23.941 -11.373 -10.942 0.4 -0.4 0.5 -0.08
C -22.904 -10.672 -10.012 -1.7 0.3 -1.3 -0.14
N -22.221 -11.538 -9.057 1.9 -1.0 1.3 -0.05
C -22.800 -12.418 -8.120 1.2 0.4 -0.1 0.01
C -21.790 -12.924 -7.328 -0.7 1.2 -1.2 0.01
N -20.602 -12.363 -7.742 -2.8 2.7 -3.1 -0.10
C -20.856 -11.491 -8.842 -2.8 -2.4 2.5 0.09
C -19.370 -12.483 -7.101 2.6 -0.4 1.0 -0.02
H -24.651 -11.925 -10.327 0.3 -0.5 0.0 0.00
H -23.510 -12.017 -11.709 0.1 -0.2 0.3 0.07
H -24.605 -10.697 -11.480 0.7 0.6 0.1 0.07
H -23.530 -9.956 -9.480 0.6 0.2 0.4 0.13
H -22.179 -10.131 -10.620 0.2 -0.1 0.3 0.13
H -23.859 -12.583 -7.988 0.1 0.1 -0.4 0.13
H -21.916 -13.559 -6.464 0.4 0.0 -0.1 0.15
H -20.216 -10.820 -9.395 0.4 -0.3 0.3 0.16
H -18.905 -13.403 -7.456 0.4 0.2 0.2 0.12
H -19.421 -12.513 -6.013 -0.6 -0.2 -0.1 0.12
H -18.740 -11.609 -7.267 0.0 -0.2 -0.5 0.12
C -26.062 -19.006 -10.902 0.2 0.9 0.3 -0.04
C -27.207 -18.004 -10.611 0.5 -1.9 -0.4 -0.17
N -28.441 -18.594 -11.153 -3.4 -0.4 -3.9 -0.05
C -29.505 -19.087 -10.439 -0.6 0.9 -0.2 0.00
C -30.608 -19.223 -11.283 0.7 -1.6 1.9 -0.03
N -30.200 -19.089 -12.557 3.9 2.0 -0.3 -0.09
C -28.888 -18.610 -12.503 -0.3 -0.8 2.2 0.05
C -31.008 -19.375 -13.735 -1.3 0.1 -0.4 0.02
H -26.066 -19.206 -11.973 0.4 0.1 0.0 0.08
H -26.034 -19.965 -10.385 -0.7 0.1 0.2 0.09
H -25.157 -18.488 -10.582 0.3 -0.1 -0.4 0.08
H -27.010 -17.064 -11.127 -0.1 0.1 0.3 0.06
H -27.395 -17.869 -9.546 0.2 0.2 -0.1 0.13
H -29.348 -19.272 -9.387 -0.5 0.1 0.0 0.14
H -31.588 -19.621 -11.065 0.1 0.0 0.1 0.15
H -28.257 -18.337 -13.335 -0.2 -0.1 0.0 0.16
H -31.995 -18.955 -13.543 -0.1 0.0 0.1 0.09
H -31.181 -20.438 -13.900 0.4 -0.1 0.3 0.12
H -30.696 -18.941 -14.685 0.7 0.1 0.4 0.11
C -31.179 -15.295 -8.599 -0.9 0.5 -0.6 -0.06
C -30.120 -15.102 -9.644 -0.1 0.2 1.4 -0.20
N -30.660 -15.367 -10.984 0.7 1.0 -2.4 -0.02
C -29.777 -15.278 -12.106 -1.3 -1.0 0.6 -0.02
C -30.507 -15.443 -13.244 -1.7 0.3 1.4 0.02
N -31.876 -15.500 -12.850 3.8 0.6 3.8 -0.11
C -31.944 -15.434 -11.445 2.6 -0.6 -2.5 0.06
C -33.030 -15.560 -13.641 -1.8 -1.2 -0.2 -0.01
H -31.804 -16.121 -8.938 0.1 -0.5 1.0 0.08
H -31.842 -14.431 -8.630 -0.1 0.1 0.3 0.09
H -30.734 -15.354 -7.606 -0.3 -0.4 -0.1 0.10
H -29.264 -15.710 -9.350 0.0 -0.4 -1.0 0.12
H -29.752 -14.084 -9.517 0.0 0.1 -0.8 0.10
H -28.711 -15.196 -11.949 0.1 0.2 0.1 0.03
H -30.221 -15.556 -14.279 -0.1 0.3 0.1 0.14
H -32.825 -15.624 -10.850 -0.1 0.4 -0.1 0.17
H -33.609 -14.647 -13.502 -0.1 -0.2 -0.5 0.12
H -33.523 -16.408 -13.168 -1.0 0.1 -0.5 0.11
H -32.845 -15.857 -14.673 0.2 0.5 0.1 0.12
C -21.472 -14.727 -14.616 0.0 -1.2 0.8 0.04
N -20.491 -15.005 -13.429 0.2 0.1 -0.9 -0.31
C -20.252 -16.495 -13.182 -0.5 0.9 -0.2 0.02
C -19.076 -14.457 -13.824 -1.8 0.6 1.2 0.04
C -21.006 -14.307 -12.112 1.5 -0.7 -1.7 -0.08
C -22.302 -14.821 -11.559 -2.0 0.1 0.9 -0.25
O -23.421 -14.630 -12.395 1.3 0.2 -2.0 -0.13
H -21.664 -13.667 -14.782 0.4 -0.1 0.4 0.11
H -22.410 -15.223 -14.366 0.1 0.3 0.2 0.09
H -21.129 -15.202 -15.535 0.5 0.1 0.2 0.11
H -19.818 -16.894 -14.099 -0.2 -0.2 0.1 0.11
H -21.182 -16.985 -12.893 0.1 0.0 -0.3 0.10
H -19.529 -16.572 -12.371 -0.1 0.0 -0.1 0.11
H -18.399 -14.665 -12.996 0.0 -0.2 -0.2 0.10
H -19.260 -13.383 -13.841 0.5 0.0 -0.5 0.10
H -18.737 -14.884 -14.768 -0.2 0.1 0.2 0.12
H -20.987 -13.237 -12.318 -0.4 0.0 -0.2 0.13
H -20.144 -14.502 -11.474 -0.4 0.0 0.6 0.13
H -22.529 -14.244 -10.663 0.6 0.1 0.5 0.11
H -22.326 -15.862 -11.236 0.8 -0.2 0.0 0.13
H -24.282 -14.535 -11.982 -0.4 0.0 1.0 -0.10
C -28.451 -11.495 -9.012 1.1 0.9 -1.1 0.00
N -28.352 -10.420 -10.113 -1.3 0.9 -0.6 -0.27
C -28.679 -9.013 -9.439 -1.0 -1.7 -0.5 0.05
C -26.970 -10.291 -10.800 -0.2 -1.0 0.9 0.00
C -29.425 -10.866 -11.147 -1.5 1.5 -0.9 -0.09
C -30.037 -9.733 -12.031 2.2 0.9 -1.1 -0.18
O -28.953 -9.122 -12.810 -0.6 -0.6 0.9 -0.08
H -28.095 -12.424 -9.457 0.5 0.0 0.2 0.01
H -29.490 -11.672 -8.731 0.1 0.7 0.2 0.10
H -27.802 -11.077 -8.243 -0.3 -0.7 0.4 0.11
H -29.694 -9.159 -9.068 -0.1 0.3 -0.1 0.11
H -28.646 -8.202 -10.166 0.2 -0.3 0.0 0.11
H -28.080 -8.836 -8.546 0.5 -0.3 -0.4 0.11
H -26.963 -9.694 -11.712 -0.7 0.1 0.3 0.10
H -26.606 -11.293 -11.026 -0.4 -0.1 0.0 0.01
H -26.283 -9.877 -10.062 -0.2 0.2 0.1 0.10
H -30.361 -11.239 -10.731 0.3 0.0 1.3 0.12
H -29.116 -11.745 -11.713 1.0 0.4 -0.2 0.13
H -30.521 -8.915 -11.497 0.0 -0.4 0.7 0.12
H -30.779 -10.050 -12.763 -0.1 -0.9 0.4 0.13
H -29.330 -8.340 -13.218 0.1 0.2 -0.3 0.10
Br -26.334 -14.169 -10.885 -0.3 -0.1 0.0 -0.10
```
Forces are in eV/Å.